{"formula": "C43H70N12O5", "method": "the ωB97M-V functional and the def2-TZVPD basis", "symbols": ["C", "C", "O", "N", "C", "H", "H", "H", "H", "H", "H", "H", "C", "C", "O", "N", "C", "H", "H", "H", "H", "H", "H", "H", "C", "C", "O", "N", "C", "H", "H", "H", "H", "H", "H", "H", "C", "C", "O", "N", "C", "H", "H", "H", "H", "H", "H", "H", "C", "C", "O", "N", "C", "H", "H", "H", "H", "H", "H", "H", "N", "C", "C", "C", "C", "H", "H", "H", "H", "H", "N", "C", "C", "C", "C", "H", "H", "H", "H", "H", "N", "C", "C", "C", "C", "H", "H", "H", "H", "H", "N", "C", "C", "C", "C", "H", "H", "H", "H", "H", "N", "C", "C", "C", "C", "H", "H", "H", "H", "H", "N", "C", "C", "C", "C", "H", "H", "H", "H", "H", "N", "C", "C", "C", "C", "H", "H", "H", "H", "H"], "xyz": [[3.4043, 5.7976, 0.5733], [3.5708, 4.9221, 1.8119], [3.7706, 5.4269, 2.9009], [3.3852, 3.5876, 1.5886], [3.5031, 2.5280, 2.5811], [2.5865, 5.4881, -0.0731], [4.3460, 5.9444, 0.0376], [3.2291, 6.8038, 0.9616], [3.2380, 3.3380, 0.6273], [4.3082, 1.8331, 2.2939], [2.5939, 1.9270, 2.4629], [3.7127, 2.7967, 3.6035], [-6.4712, 1.3380, -0.4939], [-5.1235, 1.5182, 0.2213], [-4.7470, 2.6353, 0.4870], [-4.4943, 0.3426, 0.5028], [-3.1121, 0.2859, 0.9246], [-7.2108, 1.9048, 0.0795], [-6.7635, 0.3089, -0.6347], [-6.3925, 1.9478, -1.3984], [-4.8128, -0.4989, 0.0510], [-2.9622, -0.6473, 1.4829], [-2.9366, 1.0410, 1.6847], [-2.3662, 0.2676, 0.1348], [-2.3359, -2.0015, -1.3211], [-3.5750, -2.7091, -0.8507], [-4.6718, -2.1528, -0.9677], [-3.4380, -3.9482, -0.3134], [-4.4952, -4.8450, 0.0160], [-1.6452, -2.6996, -1.7919], [-1.8249, -1.6256, -0.4305], [-2.6613, -1.1897, -1.9483], [-2.4949, -4.3127, -0.3227], [-4.5008, -5.2495, 1.0241], [-4.5319, -5.6790, -0.7066], [-5.4826, -4.4308, -0.2012], [2.8678, -4.4489, -4.1701], [2.9409, -3.3584, -3.1467], [1.9291, -2.9134, -2.5942], [4.1852, -2.8972, -2.8983], [4.5096, -2.0339, -1.7687], [3.8107, -4.9992, -4.1643], [2.7327, -4.0715, -5.1832], [2.0446, -5.1269, -3.9649], [4.9131, -3.5767, -3.0484], [5.0075, -2.6812, -1.0292], [3.6543, -1.5946, -1.2715], [5.2628, -1.2686, -1.9496], [1.2520, -6.3321, 4.2035], [1.7876, -4.9772, 3.7287], [2.8758, -4.8832, 3.1814], [1.0416, -3.8915, 4.0524], [1.5653, -2.5572, 3.9484], [0.9691, -6.2192, 5.2513], [2.0267, -7.0849, 4.1514], [0.4461, -6.6276, 3.5264], [0.0716, -3.9954, 4.2800], [1.2053, -1.9436, 3.1304], [2.6484, -2.5830, 4.0216], [1.3107, -2.0390, 4.8826], [-3.1136, 4.9760, 1.3848], [-3.7427, 5.6644, 2.3699], [-2.9722, 6.7384, 2.7096], [-1.8810, 6.7423, 1.8039], [-1.9702, 5.6223, 1.0287], [-3.5002, 4.0972, 1.0623], [-4.5748, 5.2335, 2.9007], [-3.1827, 7.4004, 3.5304], [-1.0934, 7.4765, 1.8415], [-1.2140, 5.2246, 0.3811], [0.1494, -4.9821, -1.3753], [-0.6656, -5.7211, -2.1862], [-1.1894, -6.7521, -1.4554], [-0.7124, -6.5792, -0.1078], [0.1101, -5.4966, -0.1066], [0.6647, -4.1699, -1.6794], [-0.7048, -5.5604, -3.2539], [-1.8861, -7.5224, -1.7314], [-0.9986, -7.3191, 0.6210], [0.7059, -5.0709, 0.6836], [0.0056, 3.4446, -3.2304], [-1.2147, 3.1504, -2.6862], [-1.6430, 4.2578, -2.0144], [-0.5490, 5.1759, -1.9835], [0.4349, 4.6562, -2.7529], [0.5063, 2.8790, -3.8801], [-1.6325, 2.1910, -2.9427], [-2.6866, 4.4892, -1.8741], [-0.6994, 6.1846, -1.6365], [1.3689, 5.0486, -3.1184], [3.4551, 1.8169, -1.0696], [4.5106, 1.0826, -0.5505], [5.6519, 1.6218, -1.0718], [5.3019, 2.7662, -1.8427], [3.9266, 2.8294, -1.8457], [2.4902, 1.4991, -0.9924], [4.3141, 0.3470, 0.2090], [6.6206, 1.1562, -0.9629], [5.9808, 3.4053, -2.3747], [3.2391, 3.5179, -2.3112], [0.7105, -0.7498, -0.7221], [0.6041, -1.0270, 0.6043], [0.3323, 0.1627, 1.2211], [0.3531, 1.1920, 0.2486], [0.5510, 0.5885, -0.9558], [0.9181, -1.4320, -1.4399], [0.7225, -2.0331, 0.9679], [0.2508, 0.3467, 2.2846], [0.1701, 2.2203, 0.4972], [0.6570, 0.8855, -1.9862], [-0.8207, 0.2299, -4.8832], [-0.9801, -1.0719, -4.4832], [-2.3149, -1.3467, -4.5018], [-2.9842, -0.1782, -4.9661], [-2.0364, 0.7726, -5.1985], [0.0420, 0.7314, -4.8582], [-0.1635, -1.6154, -4.0347], [-2.8201, -2.1709, -4.0328], [-4.0311, -0.0939, -5.1992], [-2.0909, 1.7610, -5.6222], [-0.4340, 0.3782, 5.1016], [0.8086, 0.5923, 5.6572], [1.1919, 1.8488, 5.2306], [0.1486, 2.4340, 4.4568], [-0.8729, 1.5101, 4.4376], [-0.8725, -0.5203, 5.0482], [1.3184, -0.1796, 6.2018], [2.1110, 2.3727, 5.4476], [0.1405, 3.4737, 4.1724], [-1.8752, 1.5080, 4.0502]], "mulliken_charge": [-0.817, 0.741, -0.691, 0.239, -0.833, 0.047, 0.261, 0.373, -0.093, 0.281, 0.273, 0.298, -1.150, 0.532, -0.686, -0.010, -0.645, 0.333, 0.338, 0.284, 0.362, 0.295, 0.237, -0.074, 0.104, 0.658, -0.837, 0.003, -1.150, 0.529, -0.453, -0.055, -0.033, 0.359, 0.348, 0.404, -1.140, 0.596, -0.630, -0.169, -0.553, 0.419, 0.259, 0.224, 0.289, 0.339, -0.096, 0.323, -1.154, 0.791, -0.655, -0.141, -0.383, 0.357, 0.325, 0.263, 0.216, -0.056, 0.310, 0.152, 0.311, -0.287, -0.793, -0.637, -0.535, 0.330, 0.386, 0.397, 0.424, 0.544, 0.386, -0.442, -0.893, -0.305, -0.782, 0.116, 0.428, 0.486, 0.414, 0.577, 0.210, -0.194, -0.678, -0.529, -1.156, 0.209, 0.439, 0.532, 0.613, 0.611, 0.391, -0.670, -0.957, -0.741, -0.382, 0.389, 0.798, 0.481, 0.465, 0.267, 1.779, -1.861, 0.526, -0.380, -2.213, -0.476, 0.692, 0.173, 0.870, 0.961, 0.051, -0.770, -0.558, -0.572, -0.754, 0.266, 0.809, 0.630, 0.459, 0.474, 0.046, -0.804, -0.467, -0.103, -1.071, 0.247, 0.493, 0.550, 0.579, 0.545], "max_force_ha_per_bohr": 0.04293, "smiles": "c1cc[nH]c1.c1cc[nH]c1.c1cc[nH]c1.c1cc[nH]c1.c1cc[nH]c1.c1cc[nH]c1.c1cc[nH]c1.CNC(C)=O.CNC(C)=O.CNC(C)=O.CNC(C)=O.CNC(C)=O", "relative_energy_ev": 0.928, "gap_ev": 7.43, "energy_ha": -2713.7611}